{"formula": "C2H4FNO2", "method": "wB97M-V/def2-TZVPD", "species": ["F", "O", "O", "N", "C", "C", "H", "H", "H", "H"], "positions_angstrom": [[2.224, -2.348, -0.182], [2.223, 0.978, -1.293], [3.160, 0.778, 0.651], [2.239, 0.622, -0.131], [1.063, 0.032, 0.394], [-0.133, -0.003, -0.404], [-0.514, 1.019, -0.539], [1.154, -0.338, 1.406], [0.114, -0.317, -1.427], [-0.909, -0.625, 0.033]], "mulliken_charge": [-0.559, -0.519, -0.510, 1.021, -0.005, -0.855, 0.363, 0.429, 0.326, 0.309], "e_tot_ev": -10433.8164, "lumo_ev": [-4.08, -4.08], "multiplicity": 1, "gap_ev": [6.461, 6.456], "homo_energy_ev": [-10.5, -10.5], "charge": 0}